Molecular formula: C25H23N10O2S2SeTi
Method: DFT, ωB97M-V with the def2-TZVPD basis set

XYZ file:
```
64
Properties=species:S:1:pos:R:3:forces:R:3:lowdin_charge:R:1
Ti 0.294 -0.038 0.338 0.52 0.67 0.97 1.03
C -1.677 -0.311 3.667 -0.03 0.03 0.04 -0.09
C -0.191 -0.189 3.644 -0.04 0.01 -0.05 -0.59
N 0.555 -0.023 2.580 0.11 -0.02 -0.10 0.00
C 1.888 0.154 2.911 0.02 -0.04 0.05 -0.31
C 2.147 0.089 4.240 -0.02 0.00 -0.01 -0.31
S 0.701 -0.176 5.104 0.02 0.00 -0.01 1.14
C 2.875 0.398 1.853 0.03 0.01 0.01 -0.30
C 4.201 0.607 2.049 -0.01 -0.01 -0.02 -0.31
S 4.979 0.838 0.554 0.00 0.00 0.03 1.15
C 3.502 0.650 -0.271 -0.02 -0.04 -0.05 -0.61
N 2.480 0.427 0.523 -0.01 -0.06 0.36 0.00
C 3.472 0.728 -1.761 0.00 0.02 0.00 -0.06
H -2.062 -0.422 2.658 0.02 0.02 0.00 0.03
H -2.119 0.564 4.146 -0.01 0.00 0.01 0.09
H -1.986 -1.184 4.242 0.01 -0.01 -0.02 0.08
H 3.095 0.177 4.744 0.00 0.01 0.00 0.09
H 4.744 0.628 2.978 -0.01 0.01 0.00 0.09
H 4.485 0.706 -2.159 0.00 0.00 0.00 0.08
H 3.000 1.654 -2.087 -0.01 0.00 0.00 0.09
H 2.915 -0.107 -2.185 0.00 0.00 0.00 0.08
C 0.233 0.480 -6.068 -0.01 0.00 -0.01 -0.02
C 0.265 0.339 -4.578 0.00 0.01 0.02 -0.24
C 0.174 -0.902 -3.956 -0.01 -0.01 0.00 0.01
C 0.192 -0.987 -2.580 0.03 -0.02 0.04 -0.10
N 0.316 0.089 -1.787 -0.08 0.10 -0.62 -0.06
C 0.371 1.293 -2.378 0.10 0.04 -0.13 -0.12
C 0.359 1.453 -3.747 -0.08 0.00 -0.02 0.01
H 0.427 -0.470 -6.563 0.00 0.00 0.00 0.09
H 0.964 1.212 -6.408 0.00 0.00 0.00 0.09
H -0.752 0.830 -6.385 0.00 0.00 0.00 0.10
H 0.080 -1.809 -4.538 0.00 0.00 -0.01 0.13
H 0.111 -1.944 -2.083 0.03 0.00 0.01 0.11
H 0.437 2.153 -1.725 -0.03 -0.02 0.02 0.10
H 0.408 2.451 -4.161 0.01 0.00 0.00 0.13
N -3.142 3.447 1.186 0.33 -0.05 0.24 0.20
C -1.927 2.798 1.758 0.35 -0.23 0.26 -0.04
C -0.932 2.670 0.581 -0.41 0.47 -0.37 -0.63
O -1.329 3.191 -0.467 0.20 0.03 0.00 0.04
O 0.161 2.062 0.765 -0.02 -0.49 -0.10 -0.10
H -3.384 4.332 1.621 0.00 -0.01 0.02 0.17
H -3.956 2.828 1.186 0.01 0.02 0.11 0.11
H -2.759 3.584 0.210 -0.28 0.26 -0.44 0.13
H -2.169 1.811 2.141 -0.09 0.04 0.06 0.09
H -1.492 3.392 2.558 -0.07 0.06 0.00 0.15
Se -2.135 -3.722 2.130 0.04 -0.04 0.00 1.08
N -0.886 -4.910 1.651 -0.02 0.01 0.00 -0.24
C 0.088 -4.249 1.058 -0.05 0.01 0.02 -0.40
C 1.263 -4.810 0.512 0.02 0.01 -0.01 -0.01
C 2.175 -3.944 -0.084 0.00 0.00 0.00 -0.07
C 1.952 -2.587 -0.141 0.03 0.04 0.00 -0.15
N 0.831 -1.979 0.369 -0.09 -0.32 -0.07 -0.08
C -0.103 -2.803 0.971 0.07 -0.12 -0.05 -0.46
N -1.199 -2.318 1.478 0.08 -0.12 -0.03 -0.27
H 1.427 -5.877 0.561 0.00 0.00 0.00 0.12
H 3.087 -4.330 -0.518 0.00 0.00 0.00 0.11
H 2.671 -1.930 -0.611 0.01 -0.01 0.00 0.09
N -1.715 0.149 0.057 -0.55 -0.22 -0.24 0.10
C -2.856 0.306 -0.091 0.06 -0.03 0.21 -0.13
C -4.206 0.559 -0.033 -0.07 0.08 -0.06 -0.26
C -5.015 0.627 -1.197 -0.06 0.05 0.04 -0.22
N -5.665 0.706 -2.144 0.03 -0.01 -0.01 0.15
C -4.694 0.752 1.284 -0.11 -0.50 -0.13 -0.26
N -4.975 0.885 2.397 0.06 0.35 0.02 0.17
```
Positions in Å, forces in eV/Å.

Results
Multiplicity: 3
Orbital gap (alpha / beta), eV: 5.63 / 7.92
ΔE to the lowest compared entry with this formula, charge and spin, kJ/mol: 54.44
Total charge: +1
E, eV: -155423.36619
LUMO level (alpha / beta), eV: -3.0524 / -3.1265

Molecular formula: C25H23N3O2
Method: DFT, ωB97M-V with the def2-TZVPD basis set

XYZ file:
```
53
Properties=species:S:1:pos:R:3:forces:R:3:lowdin_charge:R:1
C 3.924 2.353 -3.806 -0.06 0.02 -0.23 -0.08
H 2.928 2.776 -3.970 0.03 -0.03 0.01 0.10
O 4.187 2.160 -2.438 -0.03 -0.13 0.39 -0.06
C 3.389 1.308 -1.741 0.15 0.07 0.17 -0.20
C 2.320 0.601 -2.266 0.13 0.12 -0.07 0.00
C 1.573 -0.249 -1.464 0.06 -0.05 0.28 -0.02
C 1.882 -0.391 -0.127 0.10 0.20 -0.15 -0.20
C 2.954 0.310 0.416 0.06 0.04 -0.01 0.04
C 3.713 1.156 -0.373 0.09 0.10 -0.21 -0.19
O 4.780 1.881 0.059 -0.19 -0.03 -0.34 -0.06
C 5.172 1.759 1.403 0.05 -0.03 0.22 -0.08
H 5.457 0.730 1.649 -0.03 0.04 -0.01 0.10
H 4.383 2.091 2.086 0.02 -0.03 -0.03 0.10
H 6.040 2.407 1.515 -0.06 -0.06 0.04 0.09
H 3.185 0.189 1.463 0.04 0.02 0.11 0.11
C 1.051 -1.317 0.739 0.06 0.95 0.38 -0.23
C 1.237 -2.668 0.248 -0.07 -0.32 0.05 -0.17
N 1.441 -3.727 -0.129 0.13 -0.52 -0.15 0.21
N -0.342 -0.937 0.680 -0.22 -1.01 -0.50 -0.11
N -0.652 0.315 1.038 -0.22 1.00 0.47 0.17
C -1.871 0.390 1.434 0.43 -1.01 -0.16 -0.22
C -2.507 1.635 1.792 -0.24 0.75 0.20 -0.18
C -3.835 1.673 2.225 0.31 -0.16 -0.12 -0.03
C -4.423 2.874 2.571 -0.12 0.19 0.06 -0.09
C -3.703 4.055 2.492 -0.10 -0.02 0.03 -0.09
C -2.384 4.029 2.061 0.04 0.06 0.00 -0.08
C -1.790 2.833 1.714 -0.07 -0.13 -0.01 -0.03
H -0.767 2.797 1.375 0.10 0.04 -0.03 0.11
H -1.821 4.948 1.996 0.05 0.06 -0.01 0.10
H -4.167 4.992 2.763 -0.04 0.07 0.02 0.10
H -5.450 2.891 2.904 -0.06 0.00 0.02 0.10
H -4.408 0.760 2.289 -0.05 -0.10 0.00 0.10
C -2.555 -0.968 1.448 0.19 0.25 0.00 -0.04
H -2.953 -1.212 2.433 -0.05 0.00 -0.04 0.12
H -3.373 -0.997 0.725 -0.03 -0.05 0.05 0.13
C -1.403 -1.898 1.023 0.05 -0.07 0.09 -0.21
C -1.736 -2.750 -0.172 -0.11 -0.24 0.00 -0.21
C -1.874 -4.125 -0.057 -0.07 0.16 0.03 -0.05
C -2.185 -4.891 -1.166 -0.05 -0.10 -0.04 -0.08
C -2.357 -4.289 -2.400 -0.01 -0.11 -0.05 -0.09
C -2.222 -2.917 -2.522 -0.03 0.07 -0.07 -0.08
C -1.917 -2.150 -1.413 -0.01 0.00 0.09 -0.04
H -1.812 -1.078 -1.503 0.04 0.12 -0.02 0.12
H -2.355 -2.442 -3.483 -0.01 0.03 -0.08 0.10
H -2.593 -4.889 -3.267 -0.01 -0.05 -0.07 0.10
H -2.286 -5.962 -1.067 0.00 -0.09 0.00 0.10
H -1.730 -4.599 0.904 0.06 -0.05 0.10 0.11
H -1.075 -2.539 1.855 -0.10 0.06 -0.06 0.15
H 1.427 -1.295 1.781 0.01 0.01 -0.19 0.16
H 0.748 -0.801 -1.889 -0.12 -0.06 -0.04 0.11
H 2.058 0.699 -3.307 0.02 0.05 -0.12 0.11
H 4.676 3.060 -4.151 -0.08 -0.05 -0.02 0.09
H 4.020 1.419 -4.370 -0.02 0.03 0.03 0.10
```
Positions in Å, forces in eV/Å.

Results
Orbital gap, eV: 8.35
ΔE to the lowest compared entry with this formula, charge and spin, kJ/mol: 315.52
Total charge: 0
E, eV: -34861.79045
LUMO level, eV: 0.5309
SMILES: COc1ccc([C@H](C#N)N2N=C(c3ccccc3)C[C@H]2c2ccccc2)cc1OC

Molecular formula: C25H23N8O3S2Sr
Method: DFT, ωB97M-V with the def2-TZVPD basis set

XYZ file:
```
62
Properties=species:S:1:pos:R:3:forces:R:3:lowdin_charge:R:1
Sr 13.191 3.741 11.203 -0.75 1.27 -0.30 1.38
C 15.296 4.442 16.722 1.07 -2.22 -0.07 -0.04
C 16.054 3.338 16.503 -1.45 0.56 -0.46 -0.09
C 15.777 2.384 15.433 -0.67 0.53 -0.61 -0.04
C 14.835 2.738 14.513 0.39 0.35 1.13 -0.36
N 14.011 3.849 14.686 -0.04 0.42 0.69 0.11
C 14.124 4.749 15.899 0.31 -0.83 -1.17 -0.29
N 14.706 2.013 13.328 0.36 -0.71 -0.19 0.13
C 13.579 1.515 12.978 -0.46 0.90 0.36 -0.39
N 13.325 1.034 11.742 -0.08 -0.69 -1.18 0.04
C 11.961 1.088 11.498 0.79 0.47 2.10 -0.40
N 11.427 0.797 10.405 -0.35 -0.09 -2.24 0.16
C 10.335 1.513 9.905 2.54 0.14 0.62 -0.38
C 9.304 0.799 9.378 -1.53 -0.87 0.00 -0.05
C 8.209 1.493 8.869 -0.23 -0.77 0.07 -0.08
C 8.338 2.870 8.754 0.91 -0.11 0.80 -0.08
C 9.482 3.492 9.283 0.08 0.45 -0.59 -0.11
N 10.517 2.858 9.843 -1.30 -0.76 0.06 0.13
C 11.283 1.565 12.753 -0.56 0.21 -0.03 -0.10
C 9.931 1.670 13.138 0.99 -0.27 -0.27 0.01
C 9.674 1.889 14.490 -0.77 -0.42 -0.53 -0.06
C 10.727 1.845 15.410 -2.35 0.16 0.07 -0.08
C 11.997 1.750 14.994 2.67 0.50 1.72 -0.03
C 12.299 1.717 13.666 -0.79 -0.75 0.12 -0.13
H 15.605 5.049 17.528 -0.02 1.00 0.69 0.08
H 16.865 3.211 17.166 0.95 -0.42 0.48 0.07
H 16.281 1.450 15.220 0.31 0.15 0.46 0.09
H 13.181 4.776 16.431 -0.36 0.15 0.29 0.14
H 9.384 -0.294 9.502 -0.42 0.68 -0.21 0.12
H 7.276 0.926 8.653 0.81 0.68 -0.27 0.11
H 7.629 3.506 8.294 -0.83 0.32 -0.26 0.08
H 9.570 4.580 9.191 0.16 -0.31 0.20 0.12
H 9.197 1.456 12.368 -0.34 0.39 0.31 0.11
H 8.635 1.994 14.854 0.70 -0.10 -0.30 0.11
H 10.446 1.843 16.446 0.23 0.18 0.40 0.10
H 12.817 1.764 15.735 -0.55 -0.14 -0.46 0.13
N 15.672 4.262 12.096 1.23 -1.16 -1.50 -0.08
C 15.575 5.126 13.236 -0.27 2.45 -0.32 -0.20
C 14.171 5.127 13.879 -0.61 -0.28 -1.03 -0.56
O 14.334 5.894 15.114 -0.16 0.66 0.70 -0.01
N 13.038 5.454 13.144 1.31 -1.46 -0.50 -0.11
C 13.118 6.748 12.449 -1.04 -0.90 0.99 -0.20
C 12.059 6.789 11.307 -0.11 0.82 0.32 -0.70
O 11.399 7.833 11.226 0.12 -0.32 -0.26 -0.04
O 11.919 5.757 10.560 0.60 -0.44 0.09 -0.25
H 16.474 4.556 11.504 -0.90 -0.33 0.44 0.09
H 15.831 3.252 12.320 -0.06 1.20 -0.04 0.06
H 15.626 6.174 12.810 0.40 -0.96 0.70 0.12
H 16.369 5.020 13.983 -0.18 -0.11 0.03 0.12
H 14.136 6.910 12.079 -0.14 0.61 -0.33 0.09
H 12.796 7.507 13.192 0.58 0.17 -0.71 0.11
S 15.333 2.953 8.923 0.12 -0.99 0.30 0.54
C 15.576 1.287 8.931 0.13 -0.81 -0.78 -1.11
N 15.280 0.320 9.816 -1.03 1.68 0.16 -0.07
C 15.142 -1.040 9.282 -1.82 0.96 -0.32 -0.26
C 16.273 -1.161 8.319 1.67 0.72 0.37 -0.44
S 16.266 0.488 7.478 0.01 -0.11 0.66 0.87
H 14.603 0.633 10.583 0.38 -0.45 -0.28 0.09
H 14.151 -1.130 8.736 0.91 0.12 0.61 0.14
H 15.103 -1.662 10.160 0.34 -0.76 -0.01 0.12
H 16.243 -1.897 7.540 -0.39 -0.55 -0.13 0.06
H 17.217 -1.287 8.903 -0.50 0.20 -0.61 0.09
```
Positions in Å, forces in eV/Å.

Results
Orbital gap, eV: 5.95
Total charge: -1
E, eV: -66870.04488
LUMO level, eV: 2.0585

no.,strongest force on any atom (eV/A)
1,1.29
2,1.15
3,3.21